(1)
ORCA calculation (ωB97M-V with the def2-TZVPD basis set) on the molecule C4H11N3O at a distorted geometry.

```
19
Properties=species:S:1:pos:R:3:mulliken_charge:R:1
C -1.33 2.20 -0.17 -1.10
C -0.48 0.98 0.03 0.59
C 1.05 0.99 1.00 -1.11
N -0.84 -0.10 -0.53 -0.69
C 0.02 -1.26 -0.44 0.83
N 1.42 -0.90 -0.44 -0.56
N -0.24 -1.97 0.79 -0.61
O -0.25 -2.04 -1.60 -0.53
H -1.74 2.52 0.79 0.27
H -0.72 3.02 -0.56 0.28
H -2.16 2.00 -0.85 0.31
H 1.59 0.19 1.50 0.35
H 1.63 1.72 0.45 0.28
H 0.62 1.45 1.89 0.43
H 1.67 -0.46 -1.33 0.20
H 2.00 -1.71 -0.26 0.22
H -1.24 -2.00 0.95 0.25
H 0.10 -2.92 0.71 0.26
H -1.08 -1.69 -1.96 0.31
```

SMILES string = CC(C)=NC(N)(N)O
LUMO level = 0.91 eV
HOMO = -0.3250 Ha
E_tot = -398.4580 hartree
relative energy (zero: lowest compared OMol25 entry of this formula, charge and spin) = 252.5 kJ/mol
Kohn-Sham gap = 0.358 hartree

(2)
ORCA calculation (ωB97M-V with the def2-TZVPD basis set) on the ion C2HO3PS2 with charge -2 at a distorted geometry.

```
9
Properties=species:S:1:pos:R:3:mulliken_charge:R:1
O -2.29 0.69 0.56 -0.74
P -0.90 1.06 0.08 0.79
O 0.00 1.74 1.00 -0.69
O -0.72 1.16 -1.43 -0.66
C -0.12 -0.78 0.00 -0.07
S -1.07 -2.19 -0.37 -0.33
C 1.21 -0.53 -0.03 -0.27
S 2.46 -1.56 0.48 -0.41
H 1.43 0.40 -0.29 0.39
```

SMILES string = O=P([O-])([O-])C(=S)C=S
LUMO level (alpha / beta) = 5.50 / 5.50 eV
HOMO (alpha / beta) = -0.0110 / -0.0109 Ha
E_tot = -1440.2800 hartree
relative energy (zero: lowest compared OMol25 entry of this formula, charge and spin) = 140.7 kJ/mol
Kohn-Sham gap (alpha / beta) = 0.213 / 0.213 hartree
total charge = -2

(3)
ORCA calculation (ωB97M-V with the def2-TZVPD basis set) on a structure of composition C50H27Cl6N5Os at a distorted geometry.

```
89
Properties=species:S:1:pos:R:3:mulliken_charge:R:1
Os -0.60 -0.31 -0.07 0.41
Cl -3.37 -6.70 6.32 -0.22
C -2.82 -5.62 5.08 0.40
C -3.18 -4.29 5.12 -1.02
C -2.73 -3.44 4.12 0.04
C -1.93 -3.90 3.08 -0.49
C -1.59 -5.25 3.06 -0.16
C -2.03 -6.11 4.05 -0.93
C -1.49 -2.90 2.07 1.17
C -2.49 -2.32 1.31 0.57
C -3.88 -2.75 1.30 -1.51
C -4.53 -1.94 0.44 -1.37
C -3.56 -0.99 -0.07 0.09
C -3.87 0.17 -0.78 1.63
C -5.26 0.29 -1.30 -0.47
C -6.15 1.25 -0.82 0.06
C -7.44 1.34 -1.32 -0.96
C -7.84 0.46 -2.31 0.40
Cl -9.46 0.57 -2.94 -0.22
C -6.98 -0.51 -2.80 -0.97
C -5.69 -0.59 -2.29 -0.05
C -2.99 1.23 -1.01 0.50
N -1.66 1.31 -0.64 0.02
C -1.18 2.51 -1.18 0.23
C 0.13 2.95 -1.08 0.81
C 0.45 4.38 -1.29 -0.22
C 0.19 5.12 -2.44 -0.25
C 0.50 6.47 -2.52 -0.98
C 1.08 7.11 -1.44 0.35
Cl 1.48 8.79 -1.55 -0.22
C 1.34 6.41 -0.27 -1.02
C 1.02 5.06 -0.21 -0.02
C 1.20 2.12 -0.73 0.91
C 2.58 2.55 -0.75 -1.66
C 3.31 1.53 -0.25 -1.43
C 2.38 0.48 0.11 0.15
N 1.11 0.84 -0.29 0.05
C 2.68 -0.63 0.87 1.37
C 1.74 -1.54 1.40 0.61
C 2.10 -2.67 2.18 -1.16
C 0.94 -3.29 2.55 -1.22
C -0.13 -2.58 1.97 0.21
N 0.37 -1.48 1.29 0.02
C 4.12 -0.86 1.18 -0.60
C 4.60 -0.78 2.48 0.03
C 5.95 -0.98 2.76 -1.00
C 6.82 -1.28 1.72 0.40
Cl 8.50 -1.55 2.07 -0.22
C 6.36 -1.38 0.42 -1.03
C 5.02 -1.16 0.15 0.06
C -2.26 3.20 -1.81 -1.06
C -3.35 2.40 -1.73 -1.22
N -2.33 -1.28 0.43 -0.17
H -3.79 -3.92 5.93 0.41
H -2.98 -2.38 4.14 0.48
H -1.03 -5.65 2.22 0.57
H -1.77 -7.16 4.02 0.41
H -4.28 -3.57 1.87 0.50
H -5.58 -1.95 0.18 0.48
H -5.82 1.93 -0.05 0.51
H -8.13 2.08 -0.95 0.41
H -7.31 -1.18 -3.58 0.41
H -5.00 -1.33 -2.68 0.52
H -0.22 4.64 -3.32 0.59
H 0.31 7.02 -3.43 0.41
H 1.77 6.91 0.58 0.41
H 1.18 4.51 0.71 0.46
H 2.93 3.50 -1.12 0.65
H 4.38 1.50 -0.09 0.55
H 3.10 -2.99 2.39 0.58
H 0.89 -4.20 3.13 0.54
H 3.92 -0.54 3.29 0.52
H 6.32 -0.91 3.77 0.41
H 7.05 -1.62 -0.37 0.42
H 4.64 -1.24 -0.86 0.47
H -2.23 4.13 -2.35 0.51
H -4.31 2.58 -2.18 0.52
Cl 1.91 -3.16 -1.54 -0.17
C 1.72 -1.79 -2.58 0.83
C 2.71 -1.49 -3.49 -0.54
C 2.50 -0.47 -4.42 -0.66
C 1.28 0.17 -4.47 -0.58
C 0.29 -0.15 -3.55 1.09
Cl -1.28 0.55 -3.69 -0.15
C 0.51 -1.07 -2.52 -1.06
N -0.48 -1.36 -1.56 -0.55
H 3.63 -2.05 -3.48 0.49
H 3.27 -0.22 -5.13 0.41
H 1.07 0.91 -5.22 0.46
```

LUMO level = -1.43 eV
HOMO = -0.2664 Ha
E_tot = -5047.2619 hartree
relative energy (zero: lowest compared OMol25 entry of this formula, charge and spin) = 19.8 kJ/mol
Kohn-Sham gap = 0.214 hartree

(4)
ORCA calculation (ωB97M-V with the def2-TZVPD basis set) on a cluster of 12 separate species, C41H69Cl22O2P in total.

```
135
Properties=species:S:1:pos:R:3:mulliken_charge:R:1
C 1.85 -2.22 -0.48 -0.69
C 0.90 -3.24 0.13 -0.38
C 1.46 -3.89 1.41 -0.62
C 1.16 -5.40 1.56 -0.52
C 2.41 -6.30 1.70 -0.87
C 2.55 -7.31 0.54 -1.72
C 2.88 -6.60 -0.74 0.51
C 1.97 -6.25 -1.65 -0.29
C 2.26 -5.51 -2.89 0.51
O 1.33 -5.09 -3.54 -0.60
C 3.69 -5.30 -3.26 0.50
C 4.66 -5.66 -2.31 -0.14
C 6.02 -5.47 -2.56 -0.79
C 6.43 -4.97 -3.79 -0.76
C 5.48 -4.63 -4.75 -0.56
C 4.11 -4.78 -4.51 0.50
P 3.05 -4.24 -5.93 -0.10
C 1.85 -5.61 -6.24 -1.15
C 2.13 -2.78 -5.25 -0.16
C 0.69 -2.62 -5.77 -1.12
C 4.30 -6.26 -0.98 0.67
O 5.15 -6.50 -0.16 -0.66
H 2.30 -1.57 0.27 0.10
H 2.66 -2.71 -1.04 0.18
H 1.33 -1.58 -1.19 0.13
H -0.03 -2.71 0.38 0.43
H 0.64 -3.98 -0.62 0.23
H 1.03 -3.36 2.26 0.00
H 2.53 -3.71 1.44 0.49
H 0.57 -5.53 2.47 0.38
H 0.55 -5.77 0.74 0.46
H 3.30 -5.66 1.69 0.62
H 2.39 -6.81 2.65 0.21
H 3.34 -8.02 0.76 0.51
H 1.60 -7.82 0.42 0.48
H 0.92 -6.48 -1.48 0.43
H 6.76 -5.73 -1.81 0.50
H 7.49 -4.82 -3.99 0.41
H 5.78 -4.25 -5.71 0.37
H 0.84 -5.32 -5.96 0.29
H 1.86 -5.85 -7.30 0.34
H 2.10 -6.50 -5.66 0.40
H 2.73 -1.93 -5.58 0.59
H 2.18 -2.80 -4.16 -0.03
H 0.00 -2.70 -4.94 0.17
H 0.58 -1.60 -6.14 0.32
H 0.43 -3.30 -6.57 0.46
Cl 1.09 0.24 -3.79 -0.16
C -0.29 1.37 -3.67 -0.13
C -1.57 0.69 -3.27 -0.48
Cl -2.20 -0.37 -4.57 -0.20
H -0.40 1.86 -4.63 -0.01
H -0.01 2.10 -2.91 0.27
H -2.33 1.44 -3.08 0.36
H -1.44 0.08 -2.38 0.33
Cl -2.01 -6.94 5.22 -0.18
C -1.41 -8.60 5.00 -0.45
C -0.20 -8.65 4.10 -0.51
Cl -0.60 -8.23 2.42 -0.16
H -2.22 -9.20 4.60 0.31
H -1.14 -8.98 5.98 0.32
H 0.22 -9.65 4.09 0.39
H 0.57 -7.95 4.44 0.29
Cl 3.78 4.95 -3.03 -0.20
C 3.12 3.97 -4.37 -0.19
C 2.04 4.70 -5.13 -0.51
Cl 0.55 4.91 -4.18 -0.16
H 2.75 3.03 -3.95 0.08
H 3.95 3.75 -5.03 0.32
H 1.77 4.12 -6.01 0.25
H 2.38 5.68 -5.44 0.41
Cl -2.53 6.50 -7.84 -0.20
C -3.64 5.37 -7.02 -0.42
C -3.04 4.79 -5.76 -0.34
Cl -1.69 3.68 -6.11 -0.20
H -3.91 4.59 -7.73 0.31
H -4.54 5.93 -6.77 0.22
H -3.79 4.21 -5.23 0.27
H -2.67 5.57 -5.10 0.32
Cl 1.83 5.14 4.23 -0.20
C 2.02 4.78 2.49 -0.43
C 0.96 3.83 2.00 -0.64
Cl 1.18 2.20 2.67 -0.04
H 3.02 4.39 2.34 0.33
H 1.94 5.73 1.96 0.32
H 1.03 3.74 0.91 0.34
H -0.04 4.17 2.26 0.31
Cl -3.87 3.65 5.24 -0.21
C -3.11 2.05 4.99 0.12
C -1.90 2.13 4.11 -0.28
Cl -2.33 2.53 2.42 -0.21
H -3.87 1.39 4.58 -0.23
H -2.82 1.69 5.98 0.34
H -1.40 1.17 4.09 0.14
H -1.19 2.88 4.45 0.33
Cl 1.34 10.03 5.65 -0.20
C 2.23 8.53 6.03 -0.28
C 3.66 8.81 6.43 -0.46
Cl 4.64 9.40 5.06 -0.20
H 2.18 7.88 5.17 0.15
H 1.71 8.05 6.86 0.35
H 4.12 7.89 6.78 0.31
H 3.72 9.55 7.22 0.34
Cl -5.49 -0.37 4.16 -0.22
C -5.38 -1.28 5.69 -0.46
C -6.55 -1.00 6.60 -0.41
Cl -6.52 0.67 7.21 -0.17
H -4.44 -1.01 6.17 0.31
H -5.35 -2.34 5.43 0.35
H -6.51 -1.66 7.46 0.29
H -7.49 -1.15 6.08 0.31
Cl -1.18 8.05 6.30 -0.12
C -2.78 7.28 6.34 -0.44
C -3.82 8.16 6.98 -0.41
Cl -3.54 8.37 8.73 -0.19
H -2.69 6.33 6.87 0.28
H -3.06 7.07 5.31 0.24
H -4.80 7.71 6.87 0.31
H -3.84 9.15 6.53 0.32
Cl -6.14 5.95 -9.53 -0.16
C -7.68 5.17 -9.09 -0.43
C -7.79 4.94 -7.61 -0.51
Cl -6.62 3.71 -7.03 -0.17
H -7.74 4.23 -9.64 0.31
H -8.48 5.82 -9.42 0.30
H -8.78 4.57 -7.36 0.36
H -7.60 5.86 -7.05 0.31
Cl 1.06 0.32 5.76 -0.15
C 1.75 -1.31 5.49 -0.43
C 2.95 -1.28 4.58 -0.62
Cl 2.53 -0.88 2.89 -0.09
H 0.96 -1.94 5.09 0.25
H 2.04 -1.69 6.47 0.35
H 3.40 -2.28 4.56 0.32
H 3.70 -0.57 4.92 0.39
```

SMILES string = CCCCCCC1=CC(=O)c2c(cccc2P(C)CC)C1=O.ClCCCl.ClCCCl.ClCCCl.ClCCCl.ClCCCl.ClCCCl.ClCCCl.ClCCCl.ClCCCl.ClCCCl.ClCCCl
LUMO level = -1.04 eV
HOMO = -0.2883 Ha
E_tot = -12219.7373 hartree
Kohn-Sham gap = 0.250 hartree

(5)
ORCA calculation (ωB97M-V with the def2-TZVPD basis set) on a structure of composition C18H14ClN3O2Zr at a distorted geometry.

```
39
Properties=species:S:1:pos:R:3:mulliken_charge:R:1
Cl 1.38 1.85 -2.56 -0.41
C -2.28 -0.46 -3.72 -0.73
C -1.49 -1.65 -3.62 -0.28
C -0.22 -1.39 -4.25 -0.99
H -1.83 -2.61 -3.23 0.52
C -0.28 -0.07 -4.84 0.96
C -1.52 0.52 -4.44 -0.61
H -1.84 1.51 -4.74 0.50
H -3.34 -0.41 -3.49 0.67
H 0.58 -2.10 -4.44 0.58
C 0.76 0.51 -5.74 -1.37
Zr -0.36 0.08 -2.38 1.31
C 0.44 -2.19 -1.75 0.32
C -2.44 1.14 -1.64 0.39
O 0.75 -3.25 -1.44 -0.13
O -3.41 1.65 -1.29 -0.12
H 1.76 0.19 -5.45 0.35
H 0.73 1.61 -5.70 0.36
H 0.60 0.21 -6.78 0.35
N 2.86 1.34 8.22 -0.40
C 2.39 1.11 7.17 -0.07
C 1.79 0.82 5.89 0.39
C 2.29 1.41 4.72 -1.16
C 1.70 1.13 3.48 -0.52
C 0.60 0.26 3.43 2.34
C 0.10 -0.34 4.59 -0.52
C 0.70 -0.05 5.83 -1.08
N -0.02 -0.02 2.19 0.28
C -1.15 -0.82 1.99 -0.33
C -1.39 -0.86 0.66 -1.19
N -0.42 -0.09 0.01 0.52
C 0.38 0.41 0.96 -0.69
H 3.15 2.08 4.78 0.45
H 2.09 1.58 2.58 0.23
H -0.74 -1.02 4.55 0.24
H 0.31 -0.51 6.74 0.45
H -1.68 -1.28 2.81 0.43
H -2.17 -1.36 0.10 0.54
H 1.24 1.05 0.79 0.42
```

LUMO level = -8.99 eV
HOMO = -0.5289 Ha
E_tot = -1515.7971 hartree
relative energy (zero: lowest compared OMol25 entry of this formula, charge and spin) = 0.0 kJ/mol
Kohn-Sham gap = 0.199 hartree
total charge = +2

(6)
ORCA calculation (ωB97M-V with the def2-TZVPD basis set) on a structure of composition C3H4AlINO3 at a distorted geometry.

```
13
Properties=species:S:1:pos:R:3:mulliken_charge:R:1
O 3.32 0.59 1.03 -0.54
C 2.53 0.91 0.10 0.79
N 1.59 1.20 -0.78 -0.57
C 0.45 0.27 -0.46 0.46
O 0.04 -0.72 -1.42 -0.66
Al -1.25 -1.63 -0.36 0.47
O -2.08 0.05 -0.03 -0.54
C -0.89 0.86 0.25 -0.21
I -1.03 3.03 -0.03 -0.13
H 0.89 -0.39 0.40 0.10
H -0.56 -2.09 1.02 -0.24
H -2.15 -2.73 -1.12 -0.28
H -0.81 0.68 1.40 0.34
```

LUMO level = 2.82 eV
HOMO = -0.2056 Ha
E_tot = -937.3794 hartree
Kohn-Sham gap = 0.309 hartree
total charge = -1

> The highest E_tot belongs to which entry?

C4H11N3O

> What is the formula in the second record?

C2HO3PS2